Record 1
A single C4H7NO molecule at a distorted geometry. Source: the OMol25 dataset; level of theory: the ωB97M-V functional and the def2-TZVPD basis.

Its multiplicity is 1. The SMILES is C=C/C=N\OC. The calculation puts the LUMO energy at 0.72 eV. The orbital gap is 9.90 eV.

CARTESIAN COORDINATES (ANGSTROEM)
C1 -0.80342 0.78183 1.75221
C2 0.38584 0.21604 1.84164
C3 1.12436 -0.49662 0.77124
N1 0.87910 -0.55735 -0.49978
O1 -0.21551 0.15202 -0.95177
C4 -0.39005 -0.28686 -2.28429
H1 -1.41624 0.86319 0.86041
H2 -1.17000 1.37208 2.63034
H3 0.93914 0.30679 2.78306
H4 2.02358 -1.08046 1.07200
H5 -1.35059 0.08809 -2.65578
H6 0.42084 0.04661 -2.97227
H7 -0.42705 -1.40538 -2.34701

Record 2
2 unconnected molecules or ions with the total composition CHN3OS at a distorted geometry. Source: the OMol25 dataset; level of theory: the ωB97M-V functional and the def2-TZVPD basis.

Its multiplicity is 1. The calculation puts the LUMO energy at 0.64 eV. The orbital gap is 10.49 eV.

CARTESIAN COORDINATES (ANGSTROEM)
C1 1.18945 0.37336 1.16116
N1 -1.09553 0.22098 -0.60096
N2 -1.53286 1.19042 -0.24473
N3 -0.43426 -0.63578 -1.10022
O1 0.16627 0.77914 1.57165
S1 2.39902 -0.34838 0.53731
H1 -0.69209 -1.57974 -1.32422

Record 3
5 unconnected molecules or ions with the total composition C25H26ClF32N4O4. Source: the OMol25 dataset; level of theory: the ωB97M-V functional and the def2-TZVPD basis.

Its multiplicity is 1. The net charge is +1. The calculation puts the LUMO energy at -3.47 eV. The orbital gap is 9.08 eV.

CARTESIAN COORDINATES (ANGSTROEM)
N1 3.61764 -5.23506 -2.90170
C1 2.78826 -4.38640 -3.55476
N2 1.83085 -4.65703 -4.43702
C2 1.28964 -3.48648 -4.77064
C3 0.15636 -3.26753 -5.70301
C4 -1.14872 -3.89418 -5.19487
C5 -1.57833 -3.37732 -3.83389
Cl1 -2.08746 -1.66201 -3.93300
N3 1.88426 -2.50111 -4.09357
N4 2.84994 -3.05817 -3.34282
H1 3.49118 -5.40423 -1.91816
H2 4.28328 -5.78328 -3.41787
H3 0.02255 -2.19584 -5.86597
H4 0.42885 -3.71634 -6.66119
H5 -1.92422 -3.66165 -5.92684
H6 -1.05918 -4.98214 -5.14787
H7 -2.41128 -3.95267 -3.43732
H8 -0.77182 -3.40487 -3.09974
H9 1.69623 -1.50820 -4.10295
H10 3.44989 -2.53706 -2.71805
C6 6.18027 -5.12994 2.40288
C7 4.82673 -5.67741 1.93165
C8 4.47893 -5.49708 0.45043
F1 4.36972 -4.18577 0.12780
F2 3.28192 -6.07230 0.16350
F3 3.82180 -5.19720 2.68096
F4 4.88788 -7.03173 2.09541
O1 6.14089 -3.85734 3.01094
C9 6.36246 -2.70634 2.31058
C10 5.22597 -1.69490 2.52729
F5 4.05798 -2.22889 2.09826
F6 5.48407 -0.59808 1.78240
F7 6.55881 -2.93944 0.99458
F8 7.48902 -2.13061 2.78466
H11 6.49303 -5.81562 3.18890
H12 6.91522 -5.17986 1.59953
H13 5.24055 -5.95918 -0.18348
H14 5.15114 -1.43039 3.57994
C11 -3.81554 -0.03993 -0.69771
C12 -5.13601 0.08475 -1.46906
C13 -5.13481 0.97930 -2.71384
F9 -4.87093 2.25994 -2.38072
F10 -6.35694 0.93665 -3.28586
F11 -6.12849 0.44128 -0.64273
F12 -5.40006 -1.16957 -1.95537
O2 -3.70457 0.75944 0.46053
C14 -3.13681 1.99922 0.43638
C15 -4.09641 3.06560 0.99169
F13 -5.20768 3.11828 0.22939
F14 -3.48251 4.26583 0.93972
F15 -2.69544 2.33686 -0.79040
F16 -2.05836 1.98216 1.25714
H15 -3.81072 -1.06456 -0.32828
H16 -2.96312 0.08152 -1.36619
H17 -4.39119 0.62988 -3.43525
H18 -4.36632 2.82908 2.02196
C16 -7.93381 4.45200 -2.13265
C17 -9.00804 3.35870 -2.07437
C18 -9.45543 2.74436 -3.40600
F17 -10.04783 3.67601 -4.18066
F18 -10.35105 1.76487 -3.15555
F19 -10.07797 3.77552 -1.37602
F20 -8.42398 2.32074 -1.40000
O3 -8.41626 5.77786 -2.06024
C19 -8.67256 6.51651 -3.17487
C20 -10.10698 7.06916 -3.15196
F21 -10.98792 6.05089 -3.12897
F22 -10.31144 7.79114 -4.27516
F23 -8.43512 5.83508 -4.31052
F24 -7.84442 7.59170 -3.17148
H19 -7.34272 4.31261 -1.22870
H20 -7.28017 4.30004 -2.99140
H21 -8.59952 2.31806 -3.93534
H22 -10.24992 7.70208 -2.27465
C21 7.56853 2.64596 7.49702
C22 7.75927 3.46391 6.21336
C23 6.49438 3.89420 5.45922
F25 5.82144 2.80845 5.01709
F26 6.85478 4.63268 4.38981
F27 8.59613 2.83145 5.37104
F28 8.34419 4.63540 6.60573
O4 7.73237 1.24806 7.34619
C24 6.68772 0.41276 7.11221
C25 6.94293 -0.43291 5.85465
F29 7.06364 0.35890 4.77291
F30 5.86927 -1.24484 5.65230
F31 5.51152 1.05793 7.02492
F32 6.59276 -0.46155 8.14404
H23 8.38064 2.95474 8.15238
H24 6.62480 2.89708 7.98028
H25 5.84221 4.48876 6.10351
H26 7.84018 -1.04035 5.97550

| no. | E (hartree) |
| --- | --- |
| 1 | -286.50130 |
| 2 | -676.33863 |
| 3 | -5143.92862 |